The following is a quantum chemistry calculation of C22H32BCeN7 as an isolated structure, from the Open Molecules 2025 dataset.

Output
molecular weight = 545.48 g/mol
HOMO level (spin up / spin down) = -13.267 / -13.269 eV
lowest unoccupied orbital energy (spin up / spin down) = -8.720 / -8.719 eV

Structure (ORCA input):
```
! RIJCOSX wB97M-V def2-TZVPD def2/J DEFGRID3
* xyz 2 1
H 0.35 2.76 0.01
N 0.51 1.47 -1.68
B 0.90 0.56 -4.05
N 0.87 1.72 -3.01
C 1.05 3.04 -3.20
Ce -0.25 -0.79 -0.96
H 1.29 3.42 -4.18
C 0.85 3.69 -1.98
H 0.90 4.74 -1.78
C 0.54 2.68 -1.05
H 1.23 0.99 -5.13
C -1.73 -2.42 -0.33
H -1.93 -2.89 0.64
H -0.84 -2.95 -0.74
H -2.55 -2.53 -1.04
N -0.53 -0.06 -4.09
N 1.89 -0.56 -3.60
N -1.14 -0.58 -2.93
N 1.64 -1.32 -2.46
C -1.34 -0.20 -5.13
C 2.97 -1.04 -4.24
H -1.02 0.16 -6.11
H 3.30 -0.59 -5.17
C -2.53 -0.80 -4.71
C 3.47 -2.13 -3.52
C -2.39 -1.03 -3.34
C 2.62 -2.28 -2.42
H -3.38 -1.04 -5.32
H 4.32 -2.74 -3.77
H -3.07 -1.49 -2.64
H 2.66 -3.01 -1.62
H -1.76 -1.10 0.05
C -1.26 1.18 5.97
C -1.23 1.26 4.46
C -1.69 2.41 3.82
C -1.71 2.49 2.43
C -2.19 3.76 1.78
C -1.29 1.40 1.67
C -0.67 0.27 2.28
C -0.74 0.20 3.70
N 0.01 -0.64 1.49
C 1.00 -1.59 2.03
C 2.01 -0.89 2.94
C 0.32 -2.75 2.78
C 1.77 -2.19 0.86
H -0.61 1.94 6.42
H -2.27 1.36 6.35
H -0.93 0.20 6.32
H -2.04 3.25 4.42
H -3.25 3.96 2.02
H -1.62 4.63 2.15
H -2.08 3.72 0.69
H -1.36 1.45 0.57
H -0.37 -0.68 4.23
H 1.57 -0.50 3.86
H 2.79 -1.60 3.22
H 2.48 -0.05 2.41
H -0.27 -2.42 3.64
H -0.35 -3.32 2.12
H 1.10 -3.43 3.15
H 1.15 -2.85 0.23
H 2.24 -1.41 0.24
H 2.58 -2.82 1.25
*
```

Here are the Löwdin charges for atoms 1 to 8, given in e: H 0.11; N -0.07; B -0.46; N -0.01; C -0.02; Ce 1.28; H 0.14; C -0.01